1.
Formula: C3H4Cl2N2
Source: the OMol25 dataset
Level of theory: wB97M-V/def2-TZVPD

Output
Total charge ... 0
DFT total energy ... -1146.470359 a.u.
Spin multiplicity ... 1
Energy relative to the best compared isomer or geometry (same formula, charge and spin) ... 294.3 kJ/mol
LUMO ... 0.56 eV
Molar mass ... 138.985 g/mol
Kohn-Sham gap ... 0.331 hartree
HOMO ... -8.448 eV

Each line ends with the Löwdin charge.
Cartesian coordinates (Å):
C  -1.133  0.737  0.080  -0.73
C  2.946  1.370  0.066  -0.55
C  1.972  0.475  0.198  -0.25
N  -1.552  0.169  -0.977  -0.02
N  0.995  -0.269  0.172  0.11
Cl  4.602  0.832  -0.275  0.52
Cl  -1.518  2.350  0.125  0.64
H  2.818  2.444  0.164  0.06
H  -1.914  0.635  -1.830  0.12
H  -1.352  -0.770  -1.159  0.08
H  0.452  -0.506  0.961  0.04

***

2.
Formula: C27H28AuN2Si
Source: the OMol25 dataset
Level of theory: wB97M-V/def2-TZVPD

Output
Total charge ... +1
DFT total energy ... -1579.927260 a.u.
Spin multiplicity ... 3
Energy relative to the best compared isomer or geometry (same formula, charge and spin) ... 0.0 kJ/mol
LUMO (alpha / beta) ... -3.89 / -6.42 eV
Molar mass ... 605.588 g/mol
Kohn-Sham gap (alpha / beta) ... 0.178 / 0.132 hartree
HOMO (alpha / beta) ... -8.739 / -10.001 eV

Each line ends with the Mulliken spin population.
Cartesian coordinates (Å):
C  0.625  1.687  0.970  0.02
C  1.321  2.369  -0.030  0.00
C  0.346  2.785  -1.047  0.02
H  2.391  2.589  -0.044  0.00
C  -0.951  2.134  -0.652  0.00
C  -0.762  1.592  0.632  0.00
H  -1.542  1.237  1.310  0.00
H  1.044  1.342  1.911  0.00
H  0.363  3.789  -1.479  0.00
H  -1.937  2.344  -1.073  0.00
Au  0.224  1.317  -2.549  0.04
C  -1.285  -2.722  -2.478  0.25
H  -0.770  -2.570  -1.509  -0.01
H  -1.169  -3.784  -2.736  -0.01
H  -0.832  -2.060  -3.351  0.03
Si  -0.354  -1.626  -5.075  0.40
C  1.369  -1.500  -5.642  0.02
C  2.067  -0.306  -5.457  0.01
H  1.697  0.418  -4.731  0.03
C  3.187  -0.021  -6.238  -0.01
H  3.669  0.949  -6.161  0.00
C  3.688  -0.964  -7.134  0.03
H  4.547  -0.750  -7.772  0.00
C  3.063  -2.211  -7.231  -0.01
H  3.444  -2.971  -7.912  0.00
C  1.935  -2.497  -6.465  0.06
H  1.429  -3.464  -6.542  0.00
C  -1.249  -0.164  -5.742  0.09
C  -0.915  0.303  -7.026  0.02
H  -0.098  -0.176  -7.574  0.00
C  -1.727  1.261  -7.638  0.00
H  -1.438  1.650  -8.615  0.00
C  -2.905  1.693  -7.020  0.01
H  -3.531  2.438  -7.510  0.00
C  -3.269  1.183  -5.770  0.00
H  -4.215  1.484  -5.313  0.00
C  -2.443  0.259  -5.125  -0.01
H  -2.769  -0.230  -4.200  -0.01
H  -0.874  -2.899  -5.667  0.03
H  -2.320  -2.389  -2.288  -0.01
N  1.809  -1.351  0.493  0.33
C  1.369  -1.766  1.703  0.11
C  2.212  -2.069  2.777  0.17
C  1.652  -2.454  4.001  -0.03
C  0.275  -2.540  4.190  0.29
C  -0.626  -2.258  3.125  -0.04
C  -2.042  -2.305  3.225  0.06
C  -2.799  -2.021  2.104  -0.03
C  -2.146  -1.656  0.902  0.03
N  -0.821  -1.614  0.786  0.00
C  -0.067  -1.898  1.862  0.11
H  2.795  -1.323  0.255  -0.02
H  1.138  -1.088  -0.221  -0.02
H  3.296  -1.981  2.645  0.00
H  2.314  -2.690  4.831  0.00
H  -0.142  -2.849  5.152  0.00
H  -2.487  -2.569  4.188  0.00
H  -3.886  -2.066  2.118  0.00
H  -2.729  -1.396  0.013  0.01

***

3.
Formula: C6H14NO
Source: the OMol25 dataset
Level of theory: wB97M-V/def2-TZVPD

Output
Total charge ... +1
DFT total energy ... -366.664679 a.u.
Spin multiplicity ... 1
Energy relative to the best compared isomer or geometry (same formula, charge and spin) ... 269.3 kJ/mol
LUMO ... -2.99 eV
Molar mass ... 116.184 g/mol
Kohn-Sham gap ... 0.396 hartree
HOMO ... -13.768 eV

Each line ends with the Löwdin charge.
Cartesian coordinates (Å):
C  -2.664  1.040  0.224  -0.04
C  -1.210  1.314  -0.273  0.02
C  -0.298  0.363  0.095  -0.31
O  -0.575  -0.775  0.719  -0.13
C  -0.829  -1.954  -0.005  -0.01
N  1.228  0.541  -0.155  -0.11
C  1.830  -0.218  -1.257  -0.01
C  1.906  0.266  1.152  0.02
H  -3.211  0.773  -0.641  0.06
H  -3.242  1.901  0.718  0.12
H  -2.596  0.211  0.886  0.06
H  -1.058  2.316  -0.635  0.11
H  0.063  -2.139  -0.542  0.07
H  -1.773  -1.861  -0.561  0.11
H  -0.993  -2.594  0.937  0.15
H  1.293  1.566  -0.331  0.19
H  2.130  -1.210  -1.022  0.08
H  1.026  -0.435  -2.020  0.13
H  2.694  0.352  -1.726  0.14
H  2.281  -0.803  1.158  0.13
H  2.771  0.768  1.227  0.05
H  1.228  0.578  2.051  0.16

***

4.
Formula: C5H13N3
Source: the OMol25 dataset
Level of theory: wB97M-V/def2-TZVPD

Output
Total charge ... 0
DFT total energy ... -362.565526 a.u.
Spin multiplicity ... 1
Energy relative to the best compared isomer or geometry (same formula, charge and spin) ... 44.0 kJ/mol
LUMO ... 0.83 eV
Molar mass ... 115.180 g/mol
Kohn-Sham gap ... 0.349 hartree
HOMO ... -8.675 eV

Each line ends with the Löwdin charge.
Cartesian coordinates (Å):
H  3.128  -0.854  -0.208  0.04
N  2.378  -0.563  0.420  0.11
C  1.261  -0.500  -0.232  -0.44
N  1.265  -0.723  -1.580  0.12
C  -0.069  -0.111  0.503  -0.52
C  0.142  -0.117  2.029  -0.07
C  -1.162  -1.139  0.170  -0.05
N  -0.400  1.289  0.154  -0.06
C  -1.285  1.534  -0.962  -0.14
H  2.142  -0.559  -2.058  0.10
H  0.469  -0.366  -2.093  0.07
H  0.909  0.604  2.339  0.08
H  -0.783  0.137  2.560  0.08
H  0.467  -1.104  2.380  0.08
H  -2.111  -0.884  0.656  0.09
H  -1.346  -1.221  -0.906  0.07
H  -0.871  -2.138  0.516  0.09
H  0.462  1.831  0.089  0.12
H  -0.890  1.162  -1.910  0.06
H  -2.278  1.108  -0.792  0.08
H  -1.427  2.614  -1.074  0.08

***

5.
Formula: C19H15BrCl2N4O3Os
Source: the OMol25 dataset
Level of theory: wB97M-V/def2-TZVPD

Output
Total charge ... +2
DFT total energy ... -4762.289414 a.u.
Spin multiplicity ... 5
Energy relative to the best compared isomer or geometry (same formula, charge and spin) ... 0.0 kJ/mol
LUMO (alpha / beta) ... -6.88 / -9.23 eV
Molar mass ... 688.394 g/mol
Kohn-Sham gap (alpha / beta) ... 0.271 / 0.184 hartree
HOMO (alpha / beta) ... -14.259 / -14.247 eV

Each line ends with the Mulliken spin population.
Cartesian coordinates (Å):
Os  0.011  0.515  0.186  3.30
O  1.520  2.923  3.061  0.11
C  1.361  2.152  2.161  -0.02
N  0.118  1.734  1.685  0.21
C  -1.094  2.226  2.325  0.00
C  -2.269  1.629  1.611  0.01
C  -3.577  1.875  1.973  0.00
C  -4.602  1.295  1.243  0.03
C  -4.303  0.475  0.157  0.00
C  -2.989  0.254  -0.161  0.00
N  -1.990  0.820  0.557  -0.02
C  2.475  1.519  1.374  0.03
C  3.799  1.735  1.658  -0.01
C  4.754  1.097  0.871  0.02
C  4.346  0.274  -0.170  -0.01
C  2.998  0.099  -0.405  0.00
N  2.080  0.712  0.361  -0.02
H  -1.126  3.318  2.278  0.01
H  -1.105  1.955  3.384  0.02
H  -3.784  2.516  2.819  0.00
H  -5.633  1.481  1.515  0.00
H  -5.082  0.013  -0.433  0.00
H  -2.691  -0.370  -0.993  0.01
H  4.060  2.388  2.479  0.00
H  5.808  1.243  1.069  0.00
H  5.064  -0.234  -0.799  0.00
H  2.629  -0.526  -1.207  0.00
Cl  0.231  2.003  -2.320  0.08
C  -0.066  3.758  -2.055  0.00
Cl  -1.132  4.047  -0.690  0.00
H  -0.535  4.124  -2.960  0.00
H  0.892  4.228  -1.874  0.00
Br  -0.355  -5.204  -4.644  0.00
C  -0.144  -4.817  -2.823  0.00
C  0.002  -5.858  -1.900  0.01
N  0.147  -5.662  -0.594  0.00
C  0.157  -4.419  -0.143  0.02
C  0.021  -3.317  -0.993  0.02
C  -0.133  -3.521  -2.367  0.01
C  0.037  -1.986  -0.433  -0.01
O  0.156  -1.722  0.788  0.11
O  -0.077  -0.922  -1.228  0.09
H  -0.009  -6.887  -2.243  0.00
H  0.276  -4.277  0.925  0.00
H  -0.244  -2.687  -3.047  0.00